1.
Computed, not measured: 2 unconnected molecules or ions with the total composition C21H35N2O4, with ωB97M-V/def2-TZVPD.

Last column: Löwdin charge in e.
Atoms and positions in Å:
C  2.22  0.46  2.28  0.216
C  1.23  0.08  1.73  -0.058
C  -0.09  -0.18  1.33  -0.144
C  -0.64  -1.41  1.51  0.040
N  -1.92  -1.66  1.16  0.203
C  -2.71  -0.74  0.61  -0.195
O  -3.97  -0.97  0.30  0.030
C  -4.35  -2.29  -0.17  -0.102
C  -5.40  -2.20  -1.26  -0.322
C  -5.00  -1.20  -2.35  -0.039
C  -6.85  -2.08  -0.77  -0.136
C  -7.25  -0.94  0.18  -0.395
C  -6.81  -1.14  1.64  -0.057
C  -6.93  0.47  -0.33  -0.062
C  -2.19  0.54  0.38  -0.147
O  -2.96  1.48  -0.22  0.115
C  -0.89  0.83  0.73  0.052
C  -0.36  2.22  0.51  -0.460
O  0.18  2.79  1.41  0.190
O  -0.50  2.76  -0.70  0.179
H  3.14  0.67  2.75  0.055
H  -0.04  -2.19  1.94  0.158
H  -2.29  -2.59  1.33  0.185
H  -4.73  -2.88  0.66  0.126
H  -3.48  -2.82  -0.56  0.136
H  -5.34  -3.17  -1.75  0.144
H  -4.18  -1.59  -2.93  0.087
H  -4.74  -0.23  -1.94  0.058
H  -5.85  -1.03  -3.00  0.089
H  -7.48  -2.01  -1.65  0.121
H  -7.12  -3.01  -0.27  0.120
H  -8.34  -0.97  0.21  0.129
H  -7.64  -0.96  2.31  0.082
H  -6.06  -0.40  1.90  0.065
H  -6.42  -2.13  1.83  0.065
H  -5.88  0.70  -0.27  0.043
H  -7.29  0.56  -1.35  0.087
H  -7.50  1.19  0.24  0.088
H  -3.83  1.51  0.20  0.132
H  -1.09  2.21  -1.24  0.122
C  9.06  -0.18  -0.36  -0.088
C  7.55  -0.14  -0.59  -0.275
N  6.85  0.64  0.41  -0.201
C  5.42  0.44  0.39  -0.262
C  4.64  0.89  -0.85  -0.082
C  7.30  2.01  0.58  -0.245
C  7.28  2.93  -0.65  -0.079
H  9.30  -0.52  0.64  0.081
H  9.52  -0.87  -1.07  0.074
H  9.52  0.80  -0.52  0.066
H  7.18  -1.17  -0.53  0.117
H  7.35  0.21  -1.61  0.102
H  4.99  0.94  1.27  0.087
H  5.23  -0.63  0.54  0.109
H  4.54  1.97  -0.91  0.058
H  3.62  0.48  -0.82  0.055
H  5.10  0.53  -1.77  0.068
H  8.33  1.98  0.96  0.103
H  6.72  2.47  1.38  0.113
H  7.69  2.44  -1.54  0.068
H  7.89  3.81  -0.46  0.074
H  6.28  3.28  -0.89  0.054

For the relative energy (zero: lowest compared OMol25 entry of this formula, charge and spin), the calculation gives 2.060 eV. The frontier orbital gap comes out at 5.17 eV. Its total charge is +1. As for the calculated total energy: -1231.32394 a.u.

=====

2.
Computed, not measured: C21H35N3O4 in the gas phase, with ωB97M-V/def2-TZVPD.

Last column: Löwdin charge in e.
Atoms and positions in Å:
C  0.13  3.15  0.72  0.012
C  -0.53  2.00  0.94  -0.173
C  -0.87  0.98  -0.13  -0.109
C  -0.20  -0.43  0.03  -0.268
C  -1.24  -1.51  0.41  -0.433
O  -1.35  -1.89  1.58  0.060
N  -2.04  -1.97  -0.56  0.107
C  -3.11  -2.94  -0.39  -0.257
C  -2.54  -4.37  -0.35  -0.022
C  -4.07  -2.75  -1.56  -0.443
O  -3.70  -2.14  -2.56  0.053
N  -5.29  -3.29  -1.43  0.081
C  -6.34  -3.19  -2.44  -0.147
C  -7.12  -1.86  -2.39  -0.405
C  -7.74  -1.57  -1.01  -0.076
C  -8.20  -1.81  -3.49  -0.081
C  0.63  -0.88  -1.21  -0.043
N  1.83  -0.73  -0.35  -0.024
C  3.15  -0.83  -0.57  -0.406
O  3.88  -1.35  0.27  0.078
C  3.68  -0.46  -1.98  -0.171
C  4.83  -1.42  -2.43  -0.035
C  4.07  1.05  -2.11  -0.464
O  5.26  1.31  -1.40  0.025
C  4.06  1.54  -3.57  -0.107
C  2.61  2.02  -3.38  -0.143
C  2.92  2.06  -1.88  -0.104
C  1.08  -0.52  0.92  -0.014
H  0.34  3.83  1.53  0.053
H  0.46  3.44  -0.26  0.049
H  -0.85  1.76  1.95  0.106
H  -1.96  0.91  -0.16  0.119
H  -0.61  1.41  -1.10  0.107
H  -2.01  -1.59  -1.50  0.133
H  -3.64  -2.72  0.54  0.151
H  -3.33  -5.11  -0.22  0.074
H  -2.00  -4.61  -1.26  0.089
H  -1.85  -4.49  0.49  0.082
H  -5.50  -3.78  -0.57  0.146
H  -5.92  -3.34  -3.44  0.126
H  -7.03  -4.02  -2.29  0.126
H  -6.41  -1.06  -2.61  0.129
H  -8.46  -2.34  -0.72  0.078
H  -6.98  -1.51  -0.23  0.065
H  -8.27  -0.61  -1.01  0.076
H  -8.96  -2.58  -3.35  0.078
H  -8.71  -0.84  -3.50  0.076
H  -7.77  -1.95  -4.48  0.076
H  0.50  -1.91  -1.56  0.129
H  0.61  -0.17  -2.04  0.104
H  2.86  -0.66  -2.67  0.128
H  4.52  -2.46  -2.38  0.083
H  5.15  -1.22  -3.45  0.071
H  5.70  -1.31  -1.78  0.083
H  5.45  2.25  -1.43  0.092
H  4.77  2.34  -3.76  0.120
H  4.24  0.78  -4.33  0.105
H  2.36  2.98  -3.84  0.102
H  1.86  1.28  -3.66  0.098
H  2.14  1.75  -1.19  0.085
H  3.28  3.03  -1.52  0.121
H  1.36  0.40  1.42  0.118
H  1.16  -1.38  1.60  0.128

For the relative energy (zero: lowest compared OMol25 entry of this formula, charge and spin), the calculation gives 1.812 eV. The frontier orbital gap comes out at 9.34 eV. Its total charge is 0. The structure (SMILES) is C=CCC1(C(=O)N[C@H](C)C(=O)NCC(C)C)CN(C(=O)[C@H](C)C2(O)CCC2)C1. As for the calculated total energy: -1286.39414 a.u.

=====

3.
Computed, not measured: 4 unconnected molecules or ions with the total composition C21H35N3O9PS, with ωB97M-V/def2-TZVPD.

Last column: Löwdin charge in e.
Atoms and positions in Å:
O  2.27  0.26  -0.71  -0.278
P  3.03  1.62  -0.18  0.919
O  3.18  1.35  1.45  -0.282
C  1.61  2.86  -0.21  -0.308
C  0.87  2.96  -1.35  -0.017
C  -0.19  3.84  -1.36  0.053
C  -0.47  4.59  -0.22  -0.212
C  -1.68  5.50  -0.25  -0.174
C  -2.46  5.60  1.08  -0.428
S  -2.63  4.01  1.95  1.023
C  -2.59  2.81  0.68  -0.692
N  -1.87  1.75  0.79  0.044
N  -2.00  1.02  -0.35  0.070
C  -2.79  1.68  -1.11  -0.161
O  -3.19  2.82  -0.53  0.061
C  0.33  4.46  0.87  -0.006
N  1.36  3.60  0.86  0.131
H  1.40  0.21  -0.28  0.065
H  2.28  1.29  1.82  0.043
H  1.09  2.35  -2.22  0.119
H  -0.83  3.96  -2.23  0.149
H  -2.36  5.24  -1.06  0.121
H  -1.32  6.52  -0.48  0.139
H  -3.41  6.11  0.91  0.091
H  -1.90  6.25  1.77  0.081
H  -3.09  1.38  -2.11  0.137
H  0.10  5.04  1.76  0.145
H  1.90  3.53  1.72  0.177
O  -3.28  -5.75  -1.73  0.115
C  -3.02  -4.99  -0.84  -0.530
O  -3.94  -4.07  -0.48  -0.001
C  -3.81  -3.25  0.69  -0.232
C  -2.99  -2.01  0.40  -0.084
C  -1.66  -4.98  -0.18  0.010
H  -3.42  -3.83  1.53  0.115
H  -4.83  -2.97  0.96  0.124
H  -1.97  -2.26  0.11  0.062
H  -2.95  -1.37  1.28  0.077
H  -3.43  -1.45  -0.43  0.065
H  -0.98  -4.38  -0.78  0.088
H  -1.30  -6.00  -0.15  0.092
H  -1.67  -4.61  0.84  0.068
O  -1.59  1.17  -4.20  0.084
C  -0.67  0.40  -4.05  -0.530
O  0.56  0.78  -4.42  -0.011
C  1.75  0.03  -4.11  -0.242
C  2.01  -1.05  -5.14  -0.053
C  -0.90  -1.00  -3.55  0.026
H  1.70  -0.37  -3.10  0.087
H  2.57  0.75  -4.12  0.124
H  1.20  -1.78  -5.17  0.072
H  2.94  -1.57  -4.93  0.088
H  2.07  -0.61  -6.14  0.089
H  -1.18  -1.64  -4.38  0.106
H  -1.71  -0.98  -2.82  0.077
H  -0.04  -1.43  -3.04  0.074
O  1.45  -0.98  2.35  0.067
C  2.22  -1.68  2.96  -0.525
O  1.84  -2.21  4.13  0.013
C  2.58  -3.21  4.84  -0.221
C  3.64  -2.59  5.72  -0.060
C  3.63  -1.90  2.48  0.017
H  3.00  -3.95  4.15  0.116
H  1.86  -3.73  5.46  0.126
H  4.38  -2.04  5.14  0.068
H  4.16  -3.35  6.30  0.087
H  3.19  -1.88  6.41  0.086
H  4.26  -1.07  2.81  0.095
H  3.62  -1.92  1.39  0.089
H  4.07  -2.84  2.81  0.075

The frontier orbital gap comes out at 7.43 eV. Its total charge is +1. As for the calculated total energy: -2401.96334 a.u.

=====

no.,maximum force (eV/Å)
1,0.90
2,2.30
3,2.39